Formula: C30H26ClN6ORuSSe2
Source: the OMol25 dataset
Level of theory: ωB97M-V/def2-TZVPD

```
! wB97M-V def2-TZVPD RIJCOSX def2/J DEFGRID3
* xyz 2 2
Ru -0.45868 0.27762 -0.10678
Cl 6.66887 0.35768 1.24218
C 5.01182 0.64988 0.85343
C 4.54769 1.97546 0.74987
C 3.23174 2.22241 0.47706
C 2.30987 1.16803 0.30890
O 1.07383 1.48660 0.03984
C 2.78299 -0.16365 0.39625
C 1.96708 -1.30782 0.23071
N 0.68166 -1.35242 0.01072
C -0.00169 -2.59968 -0.10633
C 0.52502 -3.84127 0.14506
C -0.25416 -4.99802 -0.05051
C -1.54269 -4.90808 -0.49335
C -2.12438 -3.64041 -0.72468
C -3.45536 -3.46607 -1.16736
C -3.93908 -2.20352 -1.33893
C -3.11381 -1.10514 -1.04280
N -1.86503 -1.22169 -0.64450
C -1.35290 -2.48557 -0.49993
C 4.15207 -0.39500 0.66887
H 5.24173 2.79334 0.88887
H 2.86225 3.23496 0.39384
H 2.49959 -2.25176 0.28355
H 1.54026 -3.96288 0.49330
H 0.18755 -5.96497 0.14492
H -2.13301 -5.79759 -0.66774
H -4.07238 -4.33453 -1.35954
H -4.95117 -2.02494 -1.67180
H -3.51024 -0.10310 -1.11033
H 4.51943 -1.41082 0.74137
Se -3.01443 2.50483 -1.18964
Se -1.61876 2.65194 0.68379
C -2.11303 1.24724 1.90901
C -2.94883 1.43183 2.98612
C -3.08660 0.38248 3.89136
C -2.37596 -0.78597 3.68812
C -1.55027 -0.89623 2.58172
N -1.43386 0.10993 1.71450
C -1.74197 1.85828 -2.48493
C -1.90182 2.32760 -3.78018
C -1.07456 1.83275 -4.77515
C -0.10027 0.90274 -4.44162
C 0.00674 0.50402 -3.12585
N -0.80720 0.96216 -2.16262
H -3.46816 2.37121 3.11284
H -3.73598 0.48713 4.74963
H -2.44294 -1.61266 4.38026
H -0.97473 -1.79067 2.37986
H -2.65113 3.07641 -3.99748
H -1.18072 2.18140 -5.79315
H 0.57423 0.49731 -5.18131
H 0.76288 -0.20759 -2.81781
C 0.95186 1.87937 6.25790
N 2.19436 1.63324 5.56812
C 3.47551 1.99799 6.17262
C 4.50960 1.49336 5.14969
N 3.65804 0.85703 4.15062
C 2.35060 0.95303 4.43017
S 1.11933 0.29472 3.47156
H 0.89838 2.92579 6.55953
H 0.87522 1.25314 7.14954
H 0.12770 1.65161 5.58770
H 3.58180 1.51618 7.14608
H 3.52940 3.07725 6.31826
H 5.20346 0.77589 5.58516
H 5.08448 2.30929 4.71156
H 3.99097 0.37501 3.33543
*
```

**Frontier orbital gap (alpha / beta)**: 6.48 / 6.10 eV
**LUMO (alpha / beta)**: -6.14 / -6.62 eV
**Relative energy (zero: lowest compared OMol25 entry of this formula, charge and spin)**: 54.9 kJ/mol
**HOMO level (alpha / beta)**: -12.62 / -12.71 eV